Entry 1:
Formula: C2H14O4S2
Source: OMol25
Level of theory: ωB97M-V/def2-TZVPD

```
! wB97M-V def2-TZVPD RIJCOSX def2/J DEFGRID3
* xyz 1 2
C -0.08923 1.22049 0.22650
S 0.04216 -0.24923 1.38815
S 0.43024 -2.01167 0.29621
C 0.40958 -1.58680 -1.46723
H 0.17841 2.04980 0.75255
H -1.12551 1.35149 -0.10234
H 0.48464 0.95862 -0.63832
H 0.04535 -0.56519 -1.66927
H -0.05370 -2.27841 -2.15666
H 1.41505 -1.27382 -1.87854
H -2.65957 0.25652 4.23684
H -1.19921 0.57238 3.72288
O -2.06934 1.01594 3.92631
H -1.64448 0.76472 -3.94057
H -0.51815 1.92419 -3.51775
O -1.16497 1.58548 -4.19352
H 5.49891 -0.06550 -1.31473
H 4.98653 0.13884 0.12330
O 5.05802 0.55948 -0.75312
H -1.92508 -1.60752 2.61903
H -3.28494 -0.91308 2.04453
O -2.81472 -1.84674 2.29575
*
```

HOMO (spin up / spin down): -14.41 / -14.41 eV
Energy above the lowest of the compared OMol25 structures with the same formula, charge and spin: 159.5 kJ/mol
LUMO level (spin up / spin down): -5.410 / -8.119 eV

***

Entry 2:
Formula: C4H8N2O
Source: OMol25
Level of theory: ωB97M-V/def2-TZVPD

```
! wB97M-V def2-TZVPD RIJCOSX def2/J DEFGRID3
* xyz 0 1
C -0.54446 -1.03807 0.53451
C 0.10933 0.56279 -0.79626
C -1.09584 0.91867 -1.57530
N -0.48345 1.69130 -0.49084
C 0.89952 -0.56597 -0.14739
O 1.41167 -1.50241 -0.81071
N 1.62027 0.09090 0.96920
H -1.07233 -0.30038 1.15090
H -1.19060 -1.49443 -0.21772
H -0.14839 -1.83984 1.16256
H -1.03552 1.36789 -2.56298
H -1.98883 0.33173 -1.36034
H -0.81965 2.03051 0.39903
H 1.83105 -0.66477 1.62028
H 2.53145 0.33082 0.58093
*
```

HOMO (spin up / spin down): -8.07 / -8.07 eV
Energy above the lowest of the compared OMol25 structures with the same formula, charge and spin: 522.5 kJ/mol
LUMO level (spin up / spin down): -0.180 / -0.181 eV

***

Entry 3:
Formula: C34H25BrClMnN7O6Se
Source: OMol25
Level of theory: ωB97M-V/def2-TZVPD

```
! wB97M-V def2-TZVPD RIJCOSX def2/J DEFGRID3
* xyz -2 2
Mn 0.51153 -1.28836 0.82297
C -1.72234 -4.52682 -1.14712
C -0.72638 -3.89454 -0.38207
N -0.88771 -2.72485 0.17803
C -2.09221 -2.09086 0.04242
C -3.13130 -2.62555 -0.74133
C -2.90399 -3.88585 -1.34549
C -4.34882 -1.90603 -0.88446
C -4.48434 -0.71490 -0.22898
C -3.47663 -0.20270 0.61074
C -2.26244 -0.86895 0.77530
N -1.17503 -0.51239 1.51239
C -1.24459 0.16431 2.68907
C -2.40208 0.24153 3.47515
C -2.44152 0.79259 4.75205
C -1.33667 1.34468 5.32252
C -0.12878 1.35557 4.58861
C 1.01450 1.95551 5.17347
C 2.17895 1.99536 4.49805
C 2.22457 1.44264 3.22300
N 1.16190 0.89713 2.62413
C -0.07253 0.79945 3.27099
H -1.51626 -5.48901 -1.59553
H 0.23622 -4.36492 -0.25532
H -3.68304 -4.32715 -1.95691
H -5.13207 -2.30075 -1.51871
H -5.39555 -0.13966 -0.34775
H -3.63420 0.74252 1.10573
H -3.29083 -0.24739 3.10713
H -3.37221 0.75547 5.30597
H -1.34543 1.76198 6.31852
H 0.93499 2.36131 6.17201
H 3.08277 2.40671 4.92193
H 3.11514 1.37247 2.62707
Br -1.13364 -1.16146 -5.29668
C -0.28040 0.36454 -4.53000
C -0.23502 1.49826 -5.33828
C 0.32854 2.66933 -4.85630
C 0.82658 2.70382 -3.55875
C 0.75066 1.57351 -2.77040
C 0.21173 0.37016 -3.23512
C 0.25230 -0.83504 -2.26487
O 0.31143 -1.96288 -2.75713
O 0.20651 -0.45625 -1.06760
H -0.64350 1.44901 -6.33815
H 0.36316 3.54807 -5.48773
H 1.25360 3.61389 -3.15727
H 1.09707 1.58281 -1.74532
N 5.17791 -0.27349 -1.64187
C 4.34026 -1.27462 -1.14829
C 3.16939 -0.94160 -0.45890
N 2.37091 -1.88178 0.01415
C 2.70785 -3.15571 -0.20074
C 3.84935 -3.46365 -0.90320
N 4.67491 -2.53034 -1.38546
H 5.19304 0.56628 -1.08302
H 6.09951 -0.62713 -1.85468
H 2.88283 0.08109 -0.25564
H 2.09902 -3.90991 0.26909
H 4.11994 -4.49779 -1.07198
O 1.01812 -2.14163 2.48062
Se 2.62040 -1.89289 3.14683
O 2.27400 -1.59561 4.74789
O 1.38301 0.47145 1.42039
O 3.31519 -3.39609 2.97159
Cl 0.09682 6.00807 -0.90396
C -0.63069 4.42898 -1.11586
C -1.43719 4.17279 -2.20944
C -1.96021 2.89646 -2.33939
C -1.65858 1.94918 -1.37348
N -0.90208 2.21608 -0.31510
C -0.38650 3.43050 -0.18904
H -1.63245 4.94879 -2.93664
H -2.57691 2.62726 -3.18585
H -2.01637 0.93051 -1.45688
H 0.24588 3.61849 0.66884
*
```

HOMO (spin up / spin down): -0.78 / -0.54 eV
LUMO level (spin up / spin down): 3.817 / 3.817 eV

***

Entry 4:
Formula: C6H11N2O4
Source: OMol25
Level of theory: ωB97M-V/def2-TZVPD

```
! wB97M-V def2-TZVPD RIJCOSX def2/J DEFGRID3
* xyz -1 1
C -3.13592 0.61811 -0.20698
C -1.83026 -1.40998 -1.50158
C 2.45492 1.40536 -0.56360
C 1.49164 0.63660 1.76321
C -2.03720 -0.57177 -0.31987
C 1.86077 0.39353 0.32458
N -1.36276 -0.76476 0.72765
N 1.54834 -0.85273 -0.10535
O -2.90909 1.48584 0.63762
O 1.92825 -1.22581 -1.23826
O -3.98293 0.65256 -1.06212
O 0.90249 -1.76279 0.67125
H -2.68627 -1.55094 -2.13147
H -1.46081 -2.30035 -1.14957
H -1.10221 -0.86719 -2.08089
H 2.64701 1.02792 -1.52604
H 3.36107 1.77990 -0.17741
H 1.85551 2.35899 -0.54778
H 1.13186 -0.27613 2.24422
H 0.72595 1.38071 1.85943
H 2.34935 1.08745 2.25216
H -0.40961 -1.34310 0.71872
H -1.34008 0.09858 1.41210
*
```

HOMO: -4.15 eV
Energy above the lowest of the compared OMol25 structures with the same formula, charge and spin: 141.6 kJ/mol
LUMO level: 3.553 eV

***

Entry 5:
Formula: C41H55F6N18O6S
Source: OMol25
Level of theory: ωB97M-V/def2-TZVPD

```
! wB97M-V def2-TZVPD RIJCOSX def2/J DEFGRID3
* xyz -1 1
O -6.88025 1.09772 1.24857
C -5.75894 1.39802 0.80651
O -5.57370 2.58770 0.09538
C -4.54453 0.35342 1.06508
F -3.37954 0.97638 1.54266
F -5.00921 -0.46824 2.14382
C -4.31727 -0.63744 -0.16455
F -3.44875 -1.72074 0.14060
F -5.58901 -1.26143 -0.39467
C -3.91984 0.05818 -1.54786
F -5.07227 0.67432 -2.12675
F -3.56354 -0.98459 -2.46438
C -2.75556 1.15737 -1.48540
O -2.99600 2.24692 -2.03039
S -1.06883 0.95817 -0.73098
O 0.02723 0.90540 -1.76294
O -0.95595 -0.17255 0.23038
O -0.81689 2.32227 0.11250
H -6.22241 3.22506 0.50284
C 2.70454 1.65180 -3.31883
C 3.34066 2.27561 -4.52013
N 3.83702 2.76510 -5.46105
H 1.62521 1.58185 -3.46315
H 3.10726 0.65216 -3.16254
H 2.90550 2.25830 -2.43481
C 5.20321 -0.61757 -0.26988
C 3.96409 -0.85314 -1.07156
N 2.99497 -1.03287 -1.70043
H 5.76899 0.21476 -0.68904
H 4.93632 -0.37968 0.76067
H 5.83111 -1.50953 -0.27600
C 6.88907 -4.16604 2.04960
C 7.51322 -3.52867 0.85103
N 8.01476 -3.03304 -0.09539
H 5.81113 -4.24631 1.90994
H 7.30385 -5.16411 2.19708
H 7.08823 -3.56365 2.93567
C -6.16991 4.78660 3.53856
C -7.13701 4.56440 2.41962
N -7.91002 4.39926 1.51948
H -6.21540 3.95120 4.23882
H -5.15693 4.86291 3.14171
H -6.41410 5.70973 4.06912
C -5.15944 -3.46160 -4.13305
C -5.79287 -3.66542 -2.79515
N -6.29132 -3.82298 -1.74972
H -5.84248 -2.92395 -4.78771
H -4.24169 -2.88335 -4.02568
H -4.92134 -4.42644 -4.58258
C -11.65808 6.58869 1.69528
C -10.37921 5.84462 1.47712
N -9.37027 5.25498 1.31095
H -11.55600 7.61349 1.33614
H -12.46845 6.10000 1.15280
H -11.90143 6.60646 2.75900
C 8.88232 1.59026 -1.26139
C 8.28080 1.39567 0.09063
N 7.80419 1.24330 1.16195
H 8.18327 2.12763 -1.90309
H 9.80480 2.16626 -1.17909
H 9.10624 0.62229 -1.71171
C -2.42559 -6.76800 -5.22427
C -2.76631 -5.57585 -6.09390
N -3.02976 -4.65434 -6.76622
H -3.04134 -7.60070 -5.51060
H -1.37692 -7.02542 -5.35552
H -2.60894 -6.51954 -4.18033
C -3.92078 5.76515 -3.18171
C -4.60097 5.63873 -1.85888
N -5.12906 5.53646 -0.82258
H -4.55900 6.31310 -3.87637
H -2.97846 6.30157 -3.06439
H -3.71773 4.77384 -3.58949
C 5.24936 -1.71114 4.90999
C 4.83382 -3.09262 4.41696
N 4.51570 -4.15662 4.04103
H 4.58423 -1.40196 5.70498
H 6.26731 -1.75342 5.27392
H 5.18908 -0.99752 4.08798
C 6.05713 2.08901 7.20033
C 5.90350 0.74269 6.57248
N 5.77555 -0.32147 6.07901
H 6.37155 2.82457 6.45700
H 5.10311 2.40894 7.62329
H 6.80189 2.04662 7.99608
C 3.49186 -3.97523 8.62878
C 3.12198 -2.79925 7.78665
N 2.83131 -1.88077 7.12675
H 2.86883 -4.83061 8.36488
H 4.53893 -4.23342 8.46540
H 3.34349 -3.73790 9.68302
C -3.33253 7.75552 1.87304
C -3.98912 7.63794 3.20962
N -4.50170 7.54429 4.25557
H -3.98824 8.28855 1.18357
H -2.39384 8.30299 1.96798
H -3.12688 6.76175 1.47199
C -1.66347 -10.63329 -2.82469
C -2.02378 -9.48120 -3.70437
N -2.30700 -8.57283 -4.39606
H -2.26757 -11.50284 -3.08667
H -0.60841 -10.88179 -2.95122
H -1.84502 -10.37434 -1.78075
C 7.41173 3.60650 -4.64648
C 8.71509 2.91966 -4.89617
N 9.73453 2.38065 -5.08589
H 7.46028 4.63566 -5.00404
H 6.60942 3.08422 -5.17105
H 7.19297 3.61113 -3.57789
C 3.05790 -10.19382 -4.08168
C 2.47732 -11.31737 -3.28629
N 2.02944 -12.20323 -2.66154
H 2.25762 -9.56852 -4.47967
H 3.70324 -9.58510 -3.44721
H 3.64517 -10.59098 -4.91044
C 4.86715 6.22306 6.08274
C 6.17920 5.54665 5.85430
N 7.22440 5.02346 5.66808
H 4.90593 7.24490 5.70349
H 4.07508 5.68062 5.56462
H 4.64315 6.24738 7.14997
C -7.32889 0.35561 -5.27454
C -6.01942 -0.32758 -5.49421
N -4.99510 -0.86326 -5.66270
H -7.27182 1.38753 -5.62303
H -8.11505 -0.16339 -5.82459
H -7.57510 0.35163 -4.21169
*
```

HOMO: -5.45 eV
Energy above the lowest of the compared OMol25 structures with the same formula, charge and spin: 0.0 kJ/mol
LUMO level: 1.585 eV

***

Entry 6:
Formula: C6H10O3
Source: OMol25
Level of theory: ωB97M-V/def2-TZVPD

```
! wB97M-V def2-TZVPD RIJCOSX def2/J DEFGRID3
* xyz 0 1
C 1.33000 -1.96006 -0.76653
C 1.20662 -0.76935 -0.31125
C -1.46806 -1.11385 1.11657
C -0.98075 -0.17313 0.14133
C 1.82490 1.08838 1.02394
C -1.33320 1.55738 -1.27654
O -1.75553 -1.27172 -0.25214
O 1.93852 0.28514 -0.15203
O -1.34492 1.10170 0.06644
H 2.28269 -2.44742 -1.12216
H 0.30596 -2.36485 -0.93165
H -0.84537 -1.94434 1.62689
H -2.27753 -0.89340 1.82003
H 2.69844 1.68978 1.10888
H 1.50751 0.35234 1.88294
H 0.89717 1.67467 0.93903
H -1.81470 2.52401 -1.32546
H -1.83566 0.96161 -1.89744
H -0.33607 1.70312 -1.69086
*
```

HOMO: -8.05 eV
Energy above the lowest of the compared OMol25 structures with the same formula, charge and spin: 640.7 kJ/mol
LUMO level: 0.924 eV

***

Computed max |F| (eV Å⁻¹) in order:
4.0; 0.6; 0.8; 3.8; 12.4; 5.4
Computed electronic energy (eV) in order:
-32151.6778; -9300.9778; -237610.9520; -17568.7529; -109639.3213; -12520.1322